(1)
ORCA calculation (ωB97M-V/def2-TZVPD) on a structure of composition C60H53BrN4O2SiTa.

Calculated values
multiplicity	1
LUMO	-0.1488	Ha
total charge	+1
frontier orbital gap	6.0	eV
total energy	-152607.1634	eV
E_HOMO	-10.0	eV

Element x y z (Å)
1 C -2.370 -6.612 -0.853
2 C 0.283 2.328 -2.499
3 C 2.531 1.834 1.268
4 C -4.851 0.828 2.654
5 H -6.927 1.360 2.693
6 H 4.217 6.535 4.849
7 C -2.487 3.390 0.728
8 H -2.724 -0.857 -2.326
9 H 4.342 3.112 1.122
10 C 0.827 -3.290 0.153
11 H 1.586 -5.231 -0.663
12 C -5.054 0.620 5.415
13 C -1.374 2.162 3.774
14 H -3.401 -0.163 -3.798
15 C -2.617 1.331 -2.481
16 C -3.841 0.370 4.787
17 C -0.290 -6.122 0.919
18 C -1.956 -5.309 -0.608
19 C -3.226 -2.068 2.131
20 H -2.664 3.308 -3.496
21 C 2.883 -3.476 -0.707
22 C 1.562 -2.261 -5.318
23 C 3.842 2.197 0.843
24 H 1.045 -4.031 -6.405
25 H 2.362 7.025 3.285
26 C 2.686 6.003 3.441
27 N 2.172 0.619 0.701
28 C 0.271 -1.135 -2.025
29 C -0.015 -3.894 -4.536
30 H -1.661 -0.273 -3.624
31 H 8.086 -2.061 -0.485
32 H -3.182 -6.797 -1.544
33 C 4.829 -1.388 -1.130
34 H -4.180 -2.003 2.630
35 C -6.165 0.980 4.665
36 Br 2.786 -1.667 -6.624
37 C -0.234 -3.143 -3.392
38 C 1.366 -1.503 -4.180
39 H -2.173 2.393 4.460
40 C -2.437 0.206 2.702
41 C 5.993 -1.606 -0.401
42 H 3.800 -3.821 -1.159
43 C 3.318 0.172 0.042
44 H -2.069 -8.687 -0.397
45 C 0.879 -3.453 -5.506
46 H 6.073 -1.793 -4.259
47 C 0.461 -1.953 -3.225
48 H 1.247 5.187 2.076
49 H -4.755 1.051 -2.349
50 C 3.728 5.729 4.316
51 N -1.154 -1.420 1.358
52 C 0.547 2.130 2.619
53 H -3.278 4.285 -1.704
54 H 3.839 2.358 3.970
55 H -3.038 -4.160 1.550
56 C 7.184 -1.890 -1.058
57 C 4.316 1.189 0.079
58 H -3.528 2.012 -4.309
59 H -0.539 -4.830 -4.678
60 N 1.375 -2.030 0.274
61 C 2.631 -2.136 -0.274
62 C 1.806 2.516 2.227
63 C -1.746 -7.672 -0.208
64 H -4.770 0.910 1.575
65 H -1.690 4.738 -2.347
66 H -0.224 -8.246 1.194
67 H -3.938 0.860 -0.794
68 O -0.692 -1.294 -1.189
69 C 2.056 4.969 2.759
70 C 4.143 4.416 4.506
71 H 1.219 2.465 -1.948
72 H -0.453 5.032 0.562
73 C 3.535 -1.096 -0.437
74 H 0.457 1.555 -3.250
75 C -1.362 -2.767 1.089
76 C -0.258 4.167 -0.088
77 C -0.912 -5.053 0.278
78 C 4.862 -1.460 -2.520
79 C -2.583 -0.080 -3.070
80 H 3.950 -1.291 -3.085
81 H 1.907 -0.577 -4.028
82 H -2.979 0.072 5.375
83 C 1.766 -4.188 -0.449
84 N -0.220 1.089 2.073
85 H 0.514 -5.929 1.621
86 C -1.406 1.098 2.823
87 H 0.379 3.475 0.454
88 H -5.131 0.530 6.492
89 C -1.587 3.536 -0.502
90 H -2.319 5.517 -0.897
91 H -2.064 2.722 1.471
92 H -0.927 -3.476 -2.628
93 H -4.206 2.474 -1.470
94 C 7.215 -1.958 -2.446
95 H 5.964 -1.555 0.682
96 H 8.143 -2.179 -2.956
97 C -2.293 -0.997 2.024
98 C -3.946 1.446 -1.722
99 H -7.110 1.178 5.156
100 H 0.052 3.263 -3.021
101 C 3.518 3.384 3.821
102 Ta 0.187 -0.072 0.336
103 H -2.450 -4.481 -1.105
104 H 4.954 4.195 5.191
105 O 1.117 -0.250 -1.697
106 C 2.469 3.653 2.944
107 C -2.647 -3.156 1.579
108 C -0.176 2.764 3.674
109 Si -1.133 1.878 -1.360
110 H -2.620 4.370 1.209
111 C -0.463 -3.647 0.518
112 H -1.767 2.067 -4.360
113 C 6.053 -1.743 -3.176
114 H 0.207 3.579 4.269
115 C -2.259 4.559 -1.432
116 C -2.634 2.248 -3.719
117 H 5.286 1.111 -0.384
118 H 0.309 4.524 -0.952
119 C -6.063 1.082 3.283
120 C -0.708 -7.424 0.681
121 C -3.731 0.477 3.404
122 H -3.480 3.015 0.477

***

(2)
ORCA calculation (ωB97M-V/def2-TZVPD) on a structure of composition C11H11N2O8S2V.

Calculated values
multiplicity	2
LUMO (alpha / beta)	-0.2442 / -0.2210	Ha
total charge	+1
frontier orbital gap (alpha / beta)	5.4 / 6.0	eV
total energy	-78294.6094	eV
E_HOMO (alpha / beta)	-12.0 / -12.0	eV

Element x y z (Å)
1 O -2.620 0.657 0.396
2 C 4.588 -1.423 3.337
3 C 0.557 -4.745 2.291
4 O -0.555 0.578 1.705
5 H 1.231 -4.239 -0.984
6 O -0.551 -0.496 -0.328
7 C 4.593 -0.955 0.979
8 H 0.990 -5.282 3.126
9 H 6.357 -1.040 2.188
10 C -0.493 -3.447 0.049
11 H -0.947 -2.995 -0.828
12 C 5.280 -1.124 2.171
13 V -0.222 -1.253 1.204
14 C 0.707 -4.149 -0.041
15 H 5.094 -1.582 4.276
16 H 2.582 -1.795 4.126
17 C 1.275 -4.702 1.098
18 C 3.223 -1.097 0.964
19 H -2.484 -2.209 2.403
20 O 3.142 -6.128 2.131
21 H 5.105 -0.751 0.050
22 C 3.219 -1.543 3.293
23 H -2.659 -2.029 0.751
24 O 1.269 -1.553 2.129
25 S 3.014 -5.151 1.084
26 S -1.228 0.930 0.358
27 C -1.117 -3.355 1.310
28 H 2.612 -1.032 0.073
29 N -2.002 -2.238 1.506
30 O -0.684 2.052 -0.291
31 O 3.268 -5.549 -0.273
32 N 2.599 -1.351 2.118
33 H -1.137 -3.980 3.375
34 O 3.531 -3.821 1.429
35 C -0.624 -4.043 2.424

***

(3)
ORCA calculation (ωB97M-V/def2-TZVPD) on a cluster of 2 separate species, C8H10NS in total.

Calculated values
multiplicity	1
LUMO	-0.2158	Ha
total charge	+1
energy above the lowest of the compared OMol25 structures with the same formula, charge and spin	2.624	eV
frontier orbital gap	7.2	eV
total energy	-20773.5434	eV
E_HOMO	-13.1	eV

Element x y z (Å)
1 H -2.000 -0.790 -1.945
2 C 2.128 1.804 0.770
3 H 2.732 -1.516 -0.100
4 H -3.043 1.167 -1.691
5 C 2.281 -0.503 0.313
6 C 0.737 1.695 0.749
7 N 0.190 0.592 0.330
8 H -0.731 -2.575 -1.241
9 H 0.037 2.499 0.859
10 C -2.641 -0.179 0.111
11 H -2.729 -0.427 1.163
12 C 2.896 0.701 0.587
13 C 0.914 -0.490 0.127
14 S -3.201 1.324 -0.255
15 H -1.288 -2.418 0.486
16 H 2.636 2.787 0.662
17 H 0.304 -1.319 -0.212
18 C -1.979 -1.001 -0.884
19 H 4.071 0.733 0.697
20 C -1.314 -2.082 -0.525

***

(4)
ORCA calculation (ωB97M-V/def2-TZVPD) on a structure of composition CH3LiOTl.

Calculated values
multiplicity	2
LUMO (alpha / beta)	-0.3794 / -0.4533	Ha
total charge	+2
energy above the lowest of the compared OMol25 structures with the same formula, charge and spin	1.480	eV
frontier orbital gap (alpha / beta)	9.1 / 7.5	eV
total energy	-8010.8478	eV
E_HOMO (alpha / beta)	-19.4 / -19.8	eV

Element x y z (Å)
1 C 1.439 -0.478 -0.161
2 O 0.235 -0.171 -0.082
3 Li -0.801 1.368 -0.477
4 H 1.921 -1.107 0.604
5 H 2.096 0.106 -0.827
6 Tl -3.308 0.315 0.447
7 H -1.582 -0.033 0.496